{"formula": "C35H37Cl2N4O3V", "method": "wB97M-V/def2-TZVPD", "species": ["V", "O", "C", "C", "C", "C", "C", "C", "C", "O", "N", "N", "C", "C", "C", "C", "C", "C", "C", "O", "H", "H", "H", "H", "H", "H", "H", "H", "H", "H", "C", "C", "C", "C", "C", "C", "C", "C", "N", "C", "C", "C", "C", "N", "C", "C", "C", "C", "C", "C", "C", "C", "H", "H", "H", "H", "H", "H", "H", "H", "H", "H", "H", "H", "H", "H", "H", "H", "H", "H", "H", "H", "H", "H", "H", "H", "Cl", "C", "Cl", "H", "H", "H"], "coordinates": [[0.00, 0.00, 0.00], [1.01, 4.27, -2.85], [-0.36, 4.20, -2.87], [-1.02, 5.27, -3.49], [-2.41, 5.30, -3.55], [-3.15, 4.26, -2.99], [-2.49, 3.19, -2.37], [-1.08, 3.13, -2.29], [-0.34, 1.98, -1.64], [-1.10, 1.21, -1.04], [0.96, 1.94, -1.77], [1.40, 0.81, -1.08], [2.09, 0.02, -1.83], [2.57, -1.28, -1.34], [3.90, -1.63, -1.66], [4.41, -2.84, -1.22], [3.60, -3.69, -0.47], [2.28, -3.33, -0.18], [1.70, -2.12, -0.61], [0.48, -1.82, -0.36], [1.27, 3.43, -2.39], [-0.43, 6.08, -3.92], [-2.91, 6.13, -4.03], [-4.23, 4.26, -3.03], [-3.07, 2.38, -1.95], [2.35, 0.29, -2.87], [4.51, -0.95, -2.23], [5.44, -3.12, -1.44], [3.98, -4.64, -0.11], [1.66, -4.01, 0.39], [-3.72, -1.37, 1.82], [-2.64, -2.42, 1.88], [-2.99, -3.77, 2.07], [-2.01, -4.75, 2.12], [-0.67, -4.41, 1.99], [-0.29, -3.07, 1.81], [1.16, -2.72, 1.65], [-1.28, -2.06, 1.79], [-0.91, -0.72, 1.62], [-0.67, 0.02, 2.66], [-0.78, -0.37, 4.11], [-0.18, 1.43, 2.33], [0.18, 2.34, 3.48], [-0.10, 1.69, 1.07], [0.39, 2.93, 0.63], [1.76, 3.07, 0.32], [2.70, 1.89, 0.44], [2.25, 4.31, -0.11], [1.40, 5.40, -0.25], [0.04, 5.25, 0.02], [-0.48, 4.02, 0.45], [-1.95, 3.89, 0.73], [-4.71, -1.83, 1.71], [-3.57, -0.72, 0.95], [-3.72, -0.77, 2.73], [-4.04, -4.05, 2.15], [-2.29, -5.79, 2.25], [0.09, -5.19, 2.02], [1.78, -3.61, 1.56], [1.51, -2.15, 2.52], [1.31, -2.12, 0.74], [-1.21, -1.36, 4.25], [-1.41, 0.34, 4.64], [0.22, -0.38, 4.56], [0.95, 1.87, 4.09], [-0.71, 2.52, 4.09], [0.56, 3.30, 3.15], [2.74, 1.54, 1.48], [3.72, 2.16, 0.14], [2.37, 1.08, -0.21], [3.31, 4.43, -0.35], [1.79, 6.35, -0.59], [-0.62, 6.11, -0.11], [-2.51, 4.73, 0.31], [-2.13, 3.86, 1.80], [-2.35, 2.98, 0.27], [-1.88, -1.12, -0.84], [-3.29, -1.96, -1.48], [-3.17, -2.18, -3.23], [-4.19, -1.37, -1.25], [-3.37, -2.94, -1.00], [1.40, -0.17, 1.04]], "mulliken_spin": [1.93, 0.00, -0.01, 0.00, 0.00, 0.00, 0.00, -0.02, 0.04, -0.02, 0.01, -0.07, 0.05, 0.00, 0.01, 0.00, 0.00, -0.01, 0.03, -0.03, 0.00, 0.00, 0.00, 0.00, 0.00, 0.01, 0.00, 0.00, 0.00, 0.00, 0.01, -0.02, 0.00, 0.00, 0.00, 0.00, 0.02, 0.02, -0.04, 0.08, -0.01, 0.13, -0.01, -0.02, 0.02, 0.00, 0.02, 0.00, 0.00, 0.00, -0.01, 0.00, 0.00, 0.00, 0.00, 0.00, 0.00, 0.00, 0.00, -0.01, 0.00, 0.00, 0.00, 0.01, 0.01, 0.00, 0.00, 0.00, 0.00, 0.01, 0.00, 0.00, 0.00, 0.00, 0.00, 0.00, 0.00, 0.02, 0.01, 0.00, 0.00, -0.13], "lumo_ev": [-0.548, -0.877], "e_homo_ev": [-7.07, -7.42], "orbital_gap_ev": [6.518, 6.547], "energy_ha": -3664.7224, "spin_multiplicity": 3}